Record 1
{
  "formula": "C14H43N4O5",
  "method": "ωB97M-V/def2-TZVPD",
  "homo_ev": -12.14,
  "charge": 1,
  "species": ["N", "H", "H", "H", "H", "C", "C", "C", "O", "C", "N", "H", "H", "H", "H", "H", "H", "H", "H", "H", "H", "H", "C", "C", "C", "O", "C", "N", "H", "H", "H", "H", "H", "H", "H", "H", "H", "H", "H", "C", "C", "C", "O", "C", "N", "H", "H", "H", "H", "H", "H", "H", "H", "H", "H", "H", "C", "C", "O", "O", "H", "H", "H", "H", "H", "H"],
  "xyz": [[0.0970, -0.1936, 0.8778], [0.9010, -0.8617, 0.7759], [-0.2277, -0.1294, -0.1176], [0.4064, 0.7064, 1.2400], [-0.7276, -0.5316, 1.3958], [-3.8311, -2.6112, 0.5169], [-3.4746, -1.1440, 0.3589], [-4.4949, -0.2730, -0.3653], [-3.8139, 0.9031, -0.8176], [-4.6404, 1.6345, -1.7119], [-2.9817, -0.5437, 1.6153], [-4.8595, -2.8287, 0.8124], [-3.0988, -3.1350, 1.1293], [-3.7729, -3.1089, -0.4563], [-2.5617, -1.1521, -0.2452], [-5.2775, 0.0332, 0.3379], [-4.9288, -0.7982, -1.2197], [-4.0550, 2.4653, -2.1094], [-5.4618, 2.0957, -1.1566], [-5.0026, 1.0321, -2.5464], [-3.6765, -0.7097, 2.3435], [-3.0533, 0.4657, 1.4709], [3.2657, -0.7903, -0.3884], [2.5258, -2.0417, -0.8889], [3.4645, -3.1876, -1.2442], [3.9888, -2.9354, -2.5357], [4.9467, -3.8487, -3.0187], [1.5948, -2.4608, 0.1848], [3.9603, -0.4524, -1.1539], [3.7528, -1.0618, 0.5492], [2.5272, -0.0241, -0.1673], [1.8972, -1.8023, -1.7498], [2.9384, -4.1454, -1.1763], [4.3629, -3.1856, -0.6126], [5.9006, -3.7581, -2.4879], [5.1976, -3.5964, -4.0474], [4.5959, -4.8818, -2.9851], [0.9954, -3.2245, -0.1265], [2.1231, -2.9601, 0.9024], [-0.5932, 2.4726, -3.0858], [-0.4678, 1.9459, -1.6438], [-1.0310, 2.8778, -0.5951], [-0.6518, 2.4381, 0.7182], [-1.2018, 3.2481, 1.7315], [-1.0907, 0.6100, -1.5381], [-1.5591, 2.3202, -3.5727], [0.1643, 1.9634, -3.6792], [-0.4835, 3.5592, -3.1252], [0.6004, 1.8167, -1.4378], [-2.1155, 2.9460, -0.7083], [-0.5900, 3.8656, -0.7550], [-2.2640, 3.0731, 1.9298], [-1.0086, 4.3054, 1.5321], [-0.7066, 3.0169, 2.6759], [-2.1220, 0.7221, -1.4755], [-0.9593, 0.1085, -2.4136], [2.9327, 1.7898, 3.2032], [2.4017, 0.7398, 4.1510], [2.1860, -0.5085, 3.5175], [1.9504, 2.0503, 2.2099], [3.8907, 1.4615, 2.7801], [3.1237, 2.7461, 3.7051], [1.5494, 1.1509, 4.6924], [3.1733, 0.6156, 4.9198], [3.0334, -0.9607, 3.5009], [2.3372, 2.6676, 1.5807]],
  "forces_ev_per_angstrom": [[0.523, -0.664, -0.535], [-0.829, -0.332, 0.921], [-0.444, 0.899, 0.206], [-0.091, 0.215, -0.071], [0.379, -0.131, 0.190], [-0.416, -0.390, -0.793], [1.103, -0.170, -0.148], [0.448, -0.121, 0.432], [-0.604, -0.372, -0.300], [0.162, 0.816, 0.323], [-0.823, 0.464, 0.109], [0.106, 0.246, 0.585], [-0.192, 0.153, 0.331], [0.109, 0.190, -0.104], [-0.227, 0.084, -0.441], [-0.224, -0.129, -0.122], [-0.064, -0.041, 0.010], [0.129, -0.128, -0.043], [-0.234, -0.218, -0.154], [-0.058, -0.128, 0.103], [0.198, -0.183, 0.104], [0.360, -0.024, 0.104], [-0.594, -0.833, -0.381], [-0.139, -0.173, 0.573], [1.124, 0.518, -0.812], [-0.677, 0.181, -0.570], [0.447, 0.026, 0.072], [0.278, -0.813, 0.281], [0.160, 0.108, 0.211], [0.312, 0.205, -0.076], [0.166, 0.324, -0.069], [0.219, -0.018, -0.146], [0.066, -0.113, -0.133], [-0.401, -0.246, 0.722], [-0.099, -0.139, 0.361], [-0.392, 0.100, -0.069], [-0.052, -0.051, 0.075], [-0.177, 0.336, -0.386], [0.175, 0.481, 0.175], [-0.071, 0.567, 0.333], [-0.244, -0.565, -0.574], [0.469, 0.043, 0.217], [-0.553, 0.027, -0.676], [0.257, 0.203, 0.735], [-0.567, -0.115, -0.275], [-0.140, -0.426, 0.382], [0.004, 0.273, -0.226], [0.548, -0.063, -0.076], [0.029, 0.127, 0.064], [-0.136, 0.015, 0.210], [-0.144, 0.153, -0.028], [-0.131, 0.051, -0.508], [-0.213, 0.058, -0.080], [0.243, -0.145, -0.181], [0.790, -0.075, 0.239], [0.236, 0.041, 0.028], [-0.001, 0.411, 0.001], [1.303, 0.576, 0.549], [-0.556, 0.162, -0.061], [-0.002, -0.258, -0.484], [-0.159, -0.106, -0.211], [0.106, -0.299, 0.434], [-0.515, -0.585, -0.393], [-0.048, 0.051, 0.095], [-0.036, -0.075, 0.006], [-0.198, 0.023, -0.058]],
  "lowdin_charge": [0.247, 0.060, 0.067, 0.073, 0.100, -0.054, -0.434, -0.168, -0.257, -0.084, 0.043, 0.084, 0.082, 0.081, 0.109, 0.139, 0.132, 0.083, 0.099, 0.097, 0.088, 0.068, -0.036, -0.399, -0.206, -0.194, -0.104, 0.011, 0.091, 0.082, 0.050, 0.143, 0.127, 0.132, 0.089, 0.090, 0.090, 0.095, 0.097, -0.044, -0.400, -0.175, -0.227, -0.099, 0.026, 0.078, 0.082, 0.081, 0.134, 0.121, 0.133, 0.089, 0.095, 0.085, 0.063, 0.094, -0.237, -0.244, -0.061, -0.085, 0.122, 0.126, 0.125, 0.125, 0.087, 0.097]
}



Record 2
{
  "formula": "C14H44N10O8",
  "method": "ωB97M-V/def2-TZVPD",
  "homo_ev": -9.50,
  "smiles": "NC(N)=O.NC(N)=O.NC(N)=O.NC(N)=O.NC(N)=O.CC(C)O.CC(C)O.CC(C)O",
  "species": ["N", "C", "N", "O", "H", "H", "H", "H", "N", "C", "N", "O", "H", "H", "H", "H", "N", "C", "N", "O", "H", "H", "H", "H", "N", "C", "N", "O", "H", "H", "H", "H", "N", "C", "N", "O", "H", "H", "H", "H", "C", "C", "C", "O", "H", "H", "H", "H", "H", "H", "H", "H", "C", "C", "C", "O", "H", "H", "H", "H", "H", "H", "H", "H", "C", "C", "C", "O", "H", "H", "H", "H", "H", "H", "H", "H"],
  "xyz": [[0.7246, 3.1647, -5.5680], [0.6745, 3.5224, -4.3132], [-0.0161, 4.6848, -4.2412], [1.1997, 2.9624, -3.3693], [1.2951, 2.3822, -5.8550], [0.0915, 3.4512, -6.3009], [-0.3218, 5.1498, -5.0840], [-0.1980, 4.9625, -3.2873], [0.9256, -5.9573, 1.8431], [-0.2038, -5.9334, 1.0906], [-0.8899, -4.7665, 1.2504], [-0.6031, -6.9178, 0.4829], [1.5578, -6.7446, 1.8203], [1.0311, -5.3760, 2.6623], [-1.7747, -4.6370, 0.7809], [-0.5904, -4.0755, 1.9233], [-3.5726, -1.9018, 4.2173], [-3.6517, -0.6031, 4.1087], [-3.3509, -0.0156, 5.2078], [-4.0516, 0.0148, 3.1228], [-3.2804, -2.3475, 5.0753], [-4.1653, -2.3179, 3.5133], [-3.0359, -0.6166, 5.9560], [-3.2386, 0.9787, 5.3449], [-0.5350, 0.7284, 0.2826], [0.5366, 0.2284, 0.6831], [1.6420, 0.5107, 0.0804], [0.4390, -0.5950, 1.6192], [-0.4812, 1.1305, -0.6423], [-1.4275, 0.5499, 0.7206], [2.4801, 0.0079, 0.3353], [1.7189, 1.3080, -0.5348], [2.9881, -2.2076, 5.0298], [2.1975, -2.7570, 5.8721], [1.0136, -2.3274, 5.7463], [2.5496, -3.5493, 6.7573], [3.9867, -2.3548, 4.9929], [2.3868, -1.7529, 4.3576], [0.4807, -2.7241, 6.5071], [0.6625, -1.7405, 5.0030], [-3.0078, -0.1189, -4.5418], [-2.4044, -1.4815, -4.7320], [-1.1818, -1.7719, -3.8242], [-3.4231, -2.3955, -4.5275], [-3.0044, 0.1482, -3.4850], [-4.0043, 0.1383, -4.9010], [-2.2365, 0.6029, -4.8105], [-2.1112, -1.5718, -5.7779], [-0.8383, -2.8016, -3.9236], [-1.6060, -1.7567, -2.8203], [-0.4056, -1.0562, -4.0949], [-3.1842, -3.0559, -5.1819], [3.7666, -2.4234, -3.5733], [4.7921, -1.2742, -3.6586], [6.1155, -1.8482, -4.1316], [4.4399, -0.1709, -4.4792], [3.0966, -2.1840, -2.7475], [4.2379, -3.3442, -3.2296], [3.0699, -2.6565, -4.3786], [4.9837, -0.9349, -2.6406], [6.8028, -2.2790, -3.4034], [6.7204, -1.2166, -4.7822], [5.9925, -2.7886, -4.6689], [3.7972, 0.3566, -3.9994], [-2.1708, 6.2034, 4.6723], [-1.7812, 6.2296, 3.1840], [-2.3780, 5.0319, 2.4332], [-2.3232, 7.4171, 2.6656], [-1.8010, 5.4145, 5.3273], [-3.2550, 6.1062, 4.7278], [-1.8236, 7.1368, 5.1153], [-0.7172, 6.3688, 2.9928], [-1.9619, 4.1496, 2.9194], [-1.9420, 5.1802, 1.4453], [-3.4672, 5.0278, 2.3939], [-1.9800, 8.1007, 3.2457]],
  "forces_ev_per_angstrom": [[1.074, -2.725, -4.098], [-0.385, 1.373, 1.110], [-0.409, 0.485, 1.580], [0.119, -0.335, 0.329], [-0.049, 0.041, 0.388], [0.043, 0.265, 0.559], [-0.060, 0.156, 0.746], [-0.320, 0.617, -0.517], [1.662, 0.057, 0.775], [-0.921, -1.135, 0.888], [-0.528, 0.467, -0.300], [0.232, 0.850, -0.554], [-0.573, -0.018, -0.202], [-0.070, 0.055, -0.367], [0.287, -0.164, 0.193], [-0.067, -0.038, -0.447], [-0.209, -3.387, -1.253], [-1.478, 2.314, -2.943], [1.851, 2.369, 5.017], [0.122, -0.534, -0.384], [-0.464, -0.220, -0.527], [0.393, -0.870, 0.367], [-0.030, 0.648, 0.154], [-0.136, -0.317, -0.477], [-5.180, 3.955, -3.726], [0.745, -5.039, 5.105], [3.744, 1.045, -1.916], [1.324, -0.204, 0.536], [-0.822, 0.303, 0.127], [0.400, -0.141, -0.069], [-0.324, 0.230, 0.018], [0.109, -0.217, 0.039], [2.565, 1.879, -3.452], [3.879, -3.402, 3.731], [-6.352, 0.674, 0.896], [-0.299, 0.096, -0.091], [-0.525, -0.013, -0.267], [1.828, 0.539, -0.930], [-0.952, 0.453, -0.536], [-0.204, -0.164, 0.468], [1.450, 1.478, 1.480], [0.477, 0.663, -0.393], [-1.423, 0.021, -0.570], [-0.615, -1.570, -0.160], [-0.497, -0.498, 0.526], [0.317, -0.502, -0.540], [-0.219, 0.368, -0.894], [0.357, 0.152, -0.273], [0.140, 0.061, -0.482], [0.574, 0.630, 0.317], [0.185, -0.050, 0.680], [-0.712, -0.731, 0.335], [-0.796, 0.415, 1.345], [0.728, -0.987, -0.048], [1.028, -1.141, -1.069], [-0.106, -0.255, -0.008], [-0.292, 0.073, 0.153], [0.223, -0.012, -0.264], [0.643, 0.323, -0.597], [-0.303, 0.261, 0.179], [-0.196, 0.772, 0.914], [-0.260, 0.352, 0.153], [-0.587, 0.153, -0.729], [-0.143, 0.090, -0.015], [0.296, -0.070, 0.019], [-0.877, -0.565, 0.984], [1.483, 1.077, 0.035], [-0.697, 0.715, -0.530], [0.450, -0.268, -0.435], [-0.075, 0.411, -0.021], [-0.279, 0.133, 0.245], [0.387, -0.975, 0.394], [-0.255, -0.260, -0.331], [-0.407, -0.703, -0.350], [0.150, 0.078, 0.164], [-0.171, 0.412, -0.185]],
  "lowdin_charge": [0.152, -0.751, 0.144, 0.018, 0.116, 0.112, 0.104, 0.111, 0.132, -0.695, 0.146, 0.019, 0.105, 0.092, 0.106, 0.092, 0.160, -0.799, 0.165, 0.013, 0.109, 0.123, 0.105, 0.126, 0.188, -0.819, 0.186, -0.045, 0.120, 0.136, 0.122, 0.114, 0.178, -0.837, 0.164, 0.003, 0.132, 0.108, 0.128, 0.120, -0.062, -0.545, -0.037, -0.035, 0.073, 0.087, 0.069, 0.129, 0.074, 0.080, 0.076, 0.093, -0.058, -0.479, -0.073, -0.039, 0.060, 0.076, 0.079, 0.126, 0.077, 0.078, 0.068, 0.082, -0.060, -0.511, -0.045, -0.060, 0.073, 0.084, 0.070, 0.132, 0.079, 0.074, 0.086, 0.080]
}